The following is a DFT calculation (ωB97M-V with the def2-TZVPD basis set) of an isolated ion of composition C7H12NO and charge +1 at a distorted geometry.

## Properties
Total energy   -403.458513 hartree
HOMO-LUMO gap (spin up / spin down)   6.73 / 7.54 eV
HOMO energy (spin up / spin down)   -10.572 / -15.290 eV
Energy relative to the best compared isomer or geometry (same formula, charge and spin)   95.7 kJ/mol

Structure (ORCA input):
```
! wB97M-V def2-TZVPD RIJCOSX def2/J DEFGRID3
* xyz 1 3
C -1.157 -1.060 0.321
C -2.256 -1.706 0.788
C -1.858 0.871 -0.790
C 1.289 1.232 0.361
C 1.941 -0.086 0.194
C -0.144 1.099 1.027
C 0.996 -1.075 -0.444
N -1.050 0.370 0.069
O 0.010 -1.662 0.350
H -2.076 -2.823 1.112
H -3.136 -1.061 0.886
H -1.972 1.935 -0.858
H -2.445 0.246 -1.433
H 1.728 1.912 1.165
H 1.105 1.797 -0.680
H 2.906 -0.103 -0.506
H 2.258 -0.492 1.162
H 0.003 0.295 1.908
H -0.561 2.119 1.390
H 0.514 -0.715 -1.316
H 1.617 -2.001 -0.668
*
```



The following is a DFT calculation (ωB97M-V with the def2-TZVPD basis set) of a 2-piece molecular cluster, C4H13NOS overall at a distorted geometry.

## Properties
Total energy   -688.353673 hartree
HOMO-LUMO gap   9.74 eV
HOMO energy   -8.807 eV
SMILES   CNCCCS.O
Energy relative to the best compared isomer or geometry (same formula, charge and spin)   92.0 kJ/mol

Structure (ORCA input):
```
! wB97M-V def2-TZVPD RIJCOSX def2/J DEFGRID3
* xyz 0 1
C 1.854 0.664 -0.072
N 0.433 0.339 0.116
C 0.314 -0.804 1.017
C -1.151 -1.196 1.279
C -1.920 -1.399 -0.036
S -1.203 -2.515 -1.239
H 2.472 -0.197 0.195
H 2.067 1.100 -1.035
H 2.147 1.395 0.689
H 0.094 -0.017 -0.764
H 0.799 -1.713 0.640
H 0.811 -0.511 1.948
H -1.191 -2.169 1.770
H -1.634 -0.479 1.941
H -2.928 -1.732 0.239
H -2.160 -0.497 -0.603
H -1.319 -3.702 -0.617
O 0.823 4.109 -1.864
H 0.096 4.681 -1.661
H 1.597 4.644 -1.941
*
```



The following is a DFT calculation (ωB97M-V with the def2-TZVPD basis set) of C35H45N7O3S4Tm as an isolated structure at a distorted geometry.

## Properties
Total energy   -4647.667359 hartree
HOMO-LUMO gap (spin up / spin down)   6.69 / 6.69 eV
HOMO energy (spin up / spin down)   -8.995 / -8.999 eV

Structure (ORCA input):
```
! wB97M-V def2-TZVPD RIJCOSX def2/J DEFGRID3
* xyz 1 3
Tm 0.297 -0.312 -0.023
C 0.353 -3.527 2.443
C -0.972 -3.535 1.691
S -1.868 -1.947 1.819
C -2.137 -1.851 3.649
C -2.288 -0.430 4.166
S -0.915 0.697 3.737
C 0.270 0.280 5.071
C 1.571 1.023 4.839
S 2.343 0.723 3.204
C 3.329 -0.785 3.516
C 2.516 -2.073 3.481
S 0.941 -1.792 2.569
H 1.102 -4.123 1.922
H 0.245 -3.916 3.459
H -1.619 -4.339 2.041
H -0.820 -3.638 0.615
H -1.289 -2.332 4.129
H -3.048 -2.409 3.870
H -2.365 -0.448 5.252
H -3.183 0.041 3.764
H 0.416 -0.798 5.068
H -0.167 0.592 6.022
H 2.304 0.771 5.606
H 1.388 2.097 4.851
H 3.826 -0.671 4.478
H 4.084 -0.774 2.730
H 2.240 -2.390 4.489
H 3.073 -2.876 3.001
C -3.080 2.785 1.230
C -2.294 1.629 1.188
N -1.054 1.604 0.738
C -0.527 2.745 0.231
C -1.281 3.952 0.153
C -2.572 3.946 0.714
C -0.753 5.068 -0.516
C 0.435 4.946 -1.194
C 1.198 3.785 -1.102
C 0.810 2.708 -0.304
N 1.539 1.581 -0.053
C 2.898 1.549 -0.119
C 3.758 2.649 -0.110
C 5.129 2.510 -0.282
C 5.720 1.276 -0.402
C 4.933 0.124 -0.238
C 5.485 -1.173 -0.176
C 4.664 -2.247 0.044
C 3.290 -2.025 0.199
N 2.729 -0.833 0.126
C 3.518 0.247 -0.090
H -4.072 2.742 1.645
H -2.701 0.683 1.524
H -3.157 4.852 0.691
H -1.305 5.995 -0.511
H 0.801 5.765 -1.794
H 2.110 3.717 -1.673
H 3.347 3.633 0.050
H 5.731 3.406 -0.337
H 6.781 1.185 -0.573
H 6.553 -1.300 -0.282
H 5.055 -3.251 0.105
H 2.627 -2.860 0.399
C 2.307 -2.426 -3.120
C 1.075 -1.522 -3.079
C 0.564 -1.266 -4.494
O 1.389 -0.281 -2.410
C -0.046 -2.139 -2.179
O -1.095 -2.488 -2.694
O 0.236 -2.190 -0.938
H 3.117 -1.917 -3.644
H 2.075 -3.344 -3.652
H 2.637 -2.672 -2.113
H 1.334 -0.778 -5.086
H -0.321 -0.636 -4.481
H 0.293 -2.207 -4.964
H 2.139 0.122 -2.876
C -5.341 1.362 -2.678
C -5.382 0.054 -3.467
C -6.047 -1.059 -2.666
C -3.967 -0.381 -3.904
N -2.977 -0.177 -2.884
C -1.896 0.618 -2.934
N -1.247 0.507 -1.799
N -1.962 -0.354 -1.063
N -2.980 -0.757 -1.702
H -6.351 1.726 -2.516
H -4.787 2.136 -3.208
H -4.882 1.207 -1.704
H -5.950 0.218 -4.389
H -5.433 -1.323 -1.809
H -6.179 -1.940 -3.289
H -7.025 -0.745 -2.316
H -3.646 0.192 -4.776
H -3.969 -1.444 -4.152
H -1.626 1.252 -3.752
*
```



Q: total energy of number 2 (C4H13NOS)?
A: -688.353673 hartree